# 1
Below is a structure of composition C17H15AuBF4N2O3 in a non-equilibrium geometry, with properties calculated with ωB97M-V with the def2-TZVPD basis set.

Summary:
Relative energy (zero: lowest compared OMol25 entry of this formula, charge and spin): 0.00 kcal per mole
Gap between HOMO and LUMO: 8.2 eV
Total charge: -1
Strongest force on any atom: 0.05659 Eh/bohr
Highest occupied orbital energy: -5.947 eV

```
43
C17H15AuBF4N2O3 ωB97M-V with the def2-TZVPD basis set
Au 0.677 -1.638 -2.069
O -0.241 0.439 -0.326
C 0.968 0.730 0.329
C 2.199 0.473 -0.626
O 3.255 1.037 -0.440
O 2.087 -0.325 -1.610
C 1.144 -0.294 1.478
C 2.280 -0.312 2.314
C 2.430 -1.299 3.240
C 1.341 -2.215 3.456
C 0.163 -2.050 2.758
C 0.032 -1.097 1.755
C 0.880 2.165 0.871
C 1.898 3.050 1.088
C 1.707 4.315 1.587
C 0.416 4.795 1.848
C -0.605 3.861 1.665
C -0.409 2.563 1.241
H -0.274 0.885 -1.216
H 2.989 0.457 2.152
H 3.301 -1.400 3.868
H 1.546 -3.049 4.140
H -0.674 -2.712 2.820
H -0.882 -1.113 1.148
H 2.940 2.708 0.890
H 2.609 4.885 1.968
H 0.262 5.697 2.361
H -1.584 4.190 1.918
H -1.206 1.818 1.032
N -0.716 -4.191 -2.634
C -1.868 -4.779 -3.063
C -2.781 -3.794 -3.295
C -2.041 -2.593 -3.022
N -0.805 -2.850 -2.691
H 0.181 -4.594 -2.533
H -1.915 -5.876 -3.029
H -3.829 -3.867 -3.496
H -2.422 -1.557 -3.157
F -3.338 0.322 -2.588
B -2.607 1.540 -2.543
F -2.792 2.074 -1.281
F -3.078 2.426 -3.559
F -1.236 1.172 -2.749
```

natural (NBO) population analysis, charges in e, atoms 1 to 2: atom 1 (Au): 0.607, atom 2 (O): -0.750

***

# 2
Below is an isolated molecule of C17H15BClO5P, with properties calculated with ωB97M-V with the def2-TZVPD basis set.

Summary:
Gap between HOMO and LUMO: 8.7 eV
Strongest force on any atom: 0.01360 Eh/bohr
Highest occupied orbital energy: -9.780 eV
Structure (SMILES): O=[PH2]c1c(CCCCl)cc(B(O)O)c2c1C(=O)c1ccccc1C2=O

```
40
C17H15BClO5P ωB97M-V with the def2-TZVPD basis set
O -0.315 3.551 1.699
P 0.204 2.199 2.023
C -0.253 0.914 0.800
C -1.530 0.950 0.219
C -2.626 1.912 0.606
C -3.902 1.169 1.076
C -4.521 1.732 2.347
Cl -4.644 3.506 2.356
C -1.815 0.019 -0.784
C -0.928 -0.957 -1.220
B -1.490 -1.916 -2.354
O -2.062 -1.345 -3.476
O -1.558 -3.262 -2.211
C 0.336 -1.004 -0.612
C 0.650 -0.078 0.393
C 1.985 -0.193 1.046
O 2.139 0.043 2.227
C 3.102 -0.635 0.177
C 4.403 -0.202 0.408
C 5.417 -0.657 -0.424
C 5.129 -1.554 -1.451
C 3.832 -1.993 -1.672
C 2.810 -1.523 -0.856
C 1.398 -1.979 -1.031
O 1.161 -3.076 -1.483
H 1.595 2.193 2.102
H -0.248 1.678 3.249
H -2.861 2.573 -0.229
H -2.294 2.571 1.401
H -3.614 0.140 1.311
H -4.646 1.112 0.282
H -5.538 1.358 2.452
H -3.976 1.399 3.229
H -2.793 0.061 -1.254
H -1.618 -0.530 -3.732
H -1.507 -3.726 -3.053
H 4.592 0.480 1.225
H 6.429 -0.316 -0.251
H 5.937 -1.908 -2.079
H 3.618 -2.705 -2.457
```

natural (NBO) population analysis, charges in e, atoms 1 to 2: atom 1 (O): -1.089, atom 2 (P): 1.516

***

# 3
Below is an isolated molecule of C17H15BrN2O3, with properties calculated with ωB97M-V with the def2-TZVPD basis set.

Summary:
Relative energy (zero: lowest compared OMol25 entry of this formula, charge and spin): 23.98 kcal per mole
Gap between HOMO and LUMO: 8.5 eV
Strongest force on any atom: 0.01408 Eh/bohr
Highest occupied orbital energy: -9.001 eV
Structure (SMILES): CCCCn1cc(C(=O)c2cc(Br)ccc2O)cc(C#N)c1=O

```
38
C17H15BrN2O3 ωB97M-V with the def2-TZVPD basis set
C 5.710 0.746 -1.358
C 4.541 0.212 -2.176
C 3.181 0.539 -1.561
C 2.969 -0.157 -0.215
N 1.631 0.099 0.286
C 0.621 -0.695 -0.060
C -0.680 -0.476 0.337
C -1.715 -1.437 -0.093
O -1.436 -2.470 -0.661
C -3.129 -1.042 0.187
C -3.664 0.094 -0.403
C -4.997 0.409 -0.206
Br -5.722 1.963 -1.031
C -5.808 -0.390 0.583
C -5.274 -1.514 1.182
C -3.938 -1.856 0.991
O -3.373 -2.926 1.589
C -0.934 0.638 1.167
C 0.094 1.462 1.535
C -0.152 2.571 2.375
N -0.384 3.460 3.060
C 1.462 1.249 1.090
O 2.416 1.948 1.352
H 5.582 1.808 -1.161
H 6.642 0.608 -1.901
H 5.796 0.228 -0.406
H 4.576 0.653 -3.174
H 4.637 -0.871 -2.291
H 3.098 1.618 -1.415
H 2.390 0.226 -2.249
H 3.109 -1.235 -0.315
H 3.668 0.243 0.521
H 0.845 -1.551 -0.683
H -3.045 0.717 -1.030
H -6.846 -0.135 0.729
H -5.901 -2.140 1.802
H -4.036 -3.430 2.078
H -1.934 0.835 1.525
```

natural (NBO) population analysis, charges in e, atoms 1 to 2: atom 1 (C): -0.609, atom 2 (C): -0.392